*A*
{
  "formula": "C5H12N2",
  "method": "ωB97M-V/def2-TZVPD",
  "total_charge": 0,
  "mol_weight_g_mol": 100.2,
  "orbital_gap_ev": 4.84,
  "homo_energy_ev": -7.09,
  "symbols": ["C", "C", "C", "C", "C", "N", "N", "H", "H", "H", "H", "H", "H", "H", "H", "H", "H", "H", "H"],
  "positions_angstrom": [[1.31, 0.91, -0.78], [1.20, -0.23, 0.17], [-0.14, -0.05, 0.86], [-1.25, 0.18, -0.15], [-1.19, -0.77, -1.39], [-2.49, 0.10, 0.44], [2.32, -0.25, 1.14], [-0.19, -0.56, -1.76], [1.91, 1.75, -0.42], [1.60, 0.78, -1.82], [1.13, -1.21, -0.30], [-0.40, -0.82, 1.59], [0.06, 0.88, 1.41], [-1.33, -1.77, -0.98], [-1.98, -0.58, -2.12], [-1.04, 1.22, -0.57], [-3.24, 0.61, -0.04], [2.45, 0.73, 1.37], [3.17, -0.37, 0.58]],
  "lowdin_charge": [0.091, -0.516, -0.171, -0.582, -0.022, 0.110, 0.046, 0.049, 0.060, 0.060, 0.132, 0.122, 0.120, 0.087, 0.080, 0.159, 0.037, 0.066, 0.074]
}

---

*B*
{
  "formula": "C5H12N2",
  "method": "ωB97M-V/def2-TZVPD",
  "total_charge": 0,
  "smiles": "N/C=C/CCCN",
  "mol_weight_g_mol": 100.2,
  "orbital_gap_ev": 8.92,
  "homo_energy_ev": -7.75,
  "symbols": ["N", "C", "C", "C", "C", "C", "N", "H", "H", "H", "H", "H", "H", "H", "H", "H", "H", "H", "H"],
  "positions_angstrom": [[3.23, -0.33, 0.63], [2.14, -0.32, -0.24], [1.04, 0.40, -0.10], [-0.05, 0.41, -1.14], [-1.26, -0.50, -0.81], [-1.76, -0.40, 0.62], [-1.91, 1.01, 1.01], [3.26, 0.40, 1.32], [3.74, -1.18, 0.78], [2.28, -0.95, -1.11], [0.93, 1.07, 0.74], [0.37, 0.11, -2.11], [-0.37, 1.42, -1.32], [-2.05, -0.28, -1.54], [-0.93, -1.51, -1.07], [-1.06, -0.88, 1.30], [-2.71, -0.94, 0.68], [-2.60, 1.43, 0.40], [-2.29, 1.05, 1.95]],
  "lowdin_charge": [0.030, -0.227, -0.145, -0.230, -0.213, -0.304, -0.005, 0.075, 0.069, 0.111, 0.098, 0.101, 0.092, 0.104, 0.103, 0.104, 0.101, 0.070, 0.064]
}

---

Which one sits at the bottom of the stability order? *A* does.

---

*A*
{
  "formula": "C5H12N2",
  "method": "ωB97M-V/def2-TZVPD",
  "total_charge": 0,
  "smiles": "C=C(CCN)NC",
  "mol_weight_g_mol": 100.2,
  "orbital_gap_ev": 8.59,
  "homo_energy_ev": -7.55,
  "symbols": ["C", "C", "C", "C", "N", "N", "C", "H", "H", "H", "H", "H", "H", "H", "H", "H", "H", "H", "H"],
  "positions_angstrom": [[0.79, 0.64, 1.34], [-0.26, -0.07, 0.87], [0.00, -1.41, 0.16], [0.76, -1.26, -1.17], [2.02, -0.58, -1.14], [-1.53, 0.44, 0.63], [-1.80, 1.83, 0.30], [1.63, -0.02, 1.48], [0.40, 1.64, 1.47], [0.54, -2.02, 0.89], [-0.92, -1.91, -0.11], [0.17, -0.74, -1.92], [0.96, -2.29, -1.48], [2.87, -1.11, -1.08], [2.16, 0.34, -1.50], [-2.34, -0.13, 0.52], [-2.43, 1.89, -0.59], [-2.14, 2.38, 1.18], [-0.87, 2.39, 0.15]],
  "lowdin_charge": [0.035, -0.392, -0.162, -0.280, -0.011, -0.064, -0.110, 0.053, 0.040, 0.107, 0.099, 0.112, 0.106, 0.064, 0.065, 0.114, 0.078, 0.078, 0.069]
}

---

*B*
{
  "formula": "C5H12N2",
  "method": "ωB97M-V/def2-TZVPD",
  "total_charge": 0,
  "smiles": "C=C(CCN)NC",
  "mol_weight_g_mol": 100.2,
  "orbital_gap_ev": 9.01,
  "homo_energy_ev": -8.05,
  "symbols": ["C", "C", "C", "C", "N", "N", "C", "H", "H", "H", "H", "H", "H", "H", "H", "H", "H", "H", "H"],
  "positions_angstrom": [[0.61, -1.78, -1.02], [0.48, -0.70, -0.23], [-0.82, -0.55, 0.59], [-1.56, 0.75, 0.33], [-1.95, 0.98, -1.09], [1.55, 0.16, -0.01], [1.70, 0.88, 1.24], [-0.22, -2.43, -1.24], [1.59, -2.16, -1.29], [-1.41, -1.39, 0.21], [-0.62, -0.79, 1.64], [-1.12, 1.66, 0.70], [-2.54, 0.65, 0.83], [-1.91, 0.07, -1.55], [-1.15, 1.45, -1.50], [2.44, -0.24, -0.27], [1.03, 1.75, 1.28], [1.58, 0.29, 2.15], [2.70, 1.32, 1.19]],
  "lowdin_charge": [0.015, -0.393, -0.148, -0.280, -0.004, -0.046, -0.106, 0.045, 0.047, 0.101, 0.113, 0.090, 0.100, 0.056, 0.062, 0.113, 0.069, 0.082, 0.082]
}

---

Which one sits at the bottom of the stability order? *A* does.

---

*A*
{
  "formula": "C7H12N3S",
  "method": "ωB97M-V/def2-TZVPD",
  "total_charge": 1,
  "smiles": "[H]/N=C1/CC[C@H](CC)[N@@H+]1N=C=S",
  "mol_weight_g_mol": 170.3,
  "orbital_gap_ev": 9.03,
  "homo_energy_ev": -13.82,
  "symbols": ["H", "N", "C", "C", "C", "C", "C", "C", "N", "N", "C", "S", "H", "H", "H", "H", "H", "H", "H", "H", "H", "H", "H"],
  "positions_angstrom": [[-1.12, -3.30, -1.04], [-1.61, -2.44, -1.14], [-1.35, -1.30, -0.68], [-2.09, -0.10, -1.10], [-1.10, 1.13, -0.74], [-0.30, 0.68, 0.44], [1.06, 1.42, 0.65], [1.50, 1.08, 2.06], [-0.07, -0.80, 0.19], [1.06, -0.85, -0.68], [1.62, -1.85, -1.21], [2.71, -2.57, -2.05], [-2.46, -0.19, -2.18], [-3.05, -0.01, -0.60], [-0.30, 1.15, -1.57], [-1.49, 2.14, -0.62], [-0.79, 0.81, 1.40], [1.87, 1.04, -0.03], [0.62, 2.45, 0.50], [1.51, -0.01, 2.24], [1.02, 1.47, 2.94], [2.62, 1.36, 2.24], [0.12, -1.31, 0.99]],
  "lowdin_charge": [0.079, 0.245, -0.247, -0.070, -0.089, -0.307, -0.182, -0.111, 0.048, 0.035, -0.685, 0.899, 0.156, 0.121, 0.147, 0.125, 0.159, 0.125, 0.142, 0.071, 0.069, 0.119, 0.152]
}

---

*B*
{
  "formula": "C7H12N3S",
  "method": "ωB97M-V/def2-TZVPD",
  "total_charge": 1,
  "mol_weight_g_mol": 170.3,
  "orbital_gap_ev": 8.94,
  "homo_energy_ev": -11.89,
  "symbols": ["C", "C", "C", "C", "C", "C", "C", "N", "N", "N", "S", "H", "H", "H", "H", "H", "H", "H", "H", "H", "H", "H", "H"],
  "positions_angstrom": [[-2.78, -1.43, -0.14], [-1.46, -2.05, 0.07], [-2.90, -0.11, 0.07], [-0.40, -1.30, -0.04], [-1.72, 0.73, 0.43], [-0.44, 0.19, -0.27], [2.10, -0.43, -0.08], [3.10, -0.18, 0.83], [2.20, -0.01, -1.35], [0.74, 0.81, 0.42], [1.23, -1.95, 0.26], [-3.58, -1.94, -0.41], [-1.35, -3.12, 0.35], [-3.96, 0.31, 0.03], [-2.06, 1.61, 0.04], [-1.75, 0.64, 1.51], [-0.40, 0.48, -1.34], [3.99, 0.26, 0.52], [2.96, -0.66, 1.72], [1.39, -0.04, -1.93], [3.01, 0.45, -1.69], [1.06, 1.77, 0.19], [0.47, 0.79, 1.34]],
  "lowdin_charge": [-0.054, -0.080, -0.076, -0.480, -0.115, -0.282, -0.752, 0.091, 0.123, 0.083, 1.079, 0.061, 0.135, 0.143, 0.091, 0.145, 0.160, 0.141, 0.110, 0.091, 0.116, 0.173, 0.094]
}

---

Which one sits at the bottom of the stability order? *A* does.

---

*A*
{
  "formula": "C5H15NO",
  "method": "ωB97M-V/def2-TZVPD",
  "total_charge": 0,
  "smiles": "CCCCNC.O",
  "mol_weight_g_mol": 105.2,
  "orbital_gap_ev": 9.72,
  "homo_energy_ev": -8.74,
  "symbols": ["C", "C", "C", "C", "N", "C", "H", "H", "H", "H", "H", "H", "H", "H", "H", "H", "H", "H", "H", "O", "H", "H"],
  "positions_angstrom": [[-0.41, 2.64, -1.62], [-0.76, 1.22, -2.08], [-1.08, 0.32, -0.84], [0.17, -0.20, -0.14], [0.04, -0.30, 1.33], [-1.24, -0.72, 1.89], [0.60, 2.67, -1.19], [-1.10, 3.01, -0.86], [-0.42, 3.39, -2.41], [-1.60, 1.19, -2.77], [0.17, 0.81, -2.49], [-1.80, 0.85, -0.22], [-1.63, -0.51, -1.28], [0.35, -1.23, -0.43], [1.08, 0.36, -0.31], [0.27, 0.58, 1.77], [-1.09, -0.79, 2.97], [-2.02, -0.02, 1.75], [-1.59, -1.68, 1.49], [2.86, -2.46, 1.15], [1.92, -2.32, 1.30], [2.98, -3.39, 1.37]],
  "lowdin_charge": [-0.121, -0.253, -0.214, -0.224, -0.136, -0.143, 0.067, 0.066, 0.066, 0.100, 0.100, 0.097, 0.103, 0.102, 0.115, 0.097, 0.079, 0.044, 0.085, -0.067, 0.007, 0.030]
}

---

*B*
{
  "formula": "C5H15NO",
  "method": "ωB97M-V/def2-TZVPD",
  "total_charge": 0,
  "smiles": "CCN(C)CC.O",
  "mol_weight_g_mol": 105.2,
  "orbital_gap_ev": 8.60,
  "homo_energy_ev": -7.84,
  "symbols": ["C", "C", "N", "C", "C", "C", "H", "H", "H", "H", "H", "H", "H", "H", "H", "H", "H", "H", "H", "O", "H", "H"],
  "positions_angstrom": [[1.70, -0.66, 1.78], [1.24, -0.11, 0.43], [0.00, 0.60, 0.50], [0.08, 2.03, 0.71], [-1.12, 0.17, -0.29], [-2.47, 0.41, 0.41], [2.42, -1.48, 1.67], [2.09, 0.12, 2.42], [0.86, -1.14, 2.27], [2.09, 0.48, 0.06], [1.12, -0.96, -0.25], [-0.31, 2.32, 1.69], [-0.51, 2.56, -0.03], [1.12, 2.37, 0.74], [-1.06, -0.89, -0.55], [-1.12, 0.68, -1.27], [-2.51, -0.24, 1.27], [-2.51, 1.42, 0.83], [-3.27, 0.35, -0.33], [0.47, -1.99, -2.94], [1.35, -2.35, -3.04], [0.04, -2.54, -2.28]],
  "lowdin_charge": [-0.090, -0.274, -0.245, -0.088, -0.271, -0.083, 0.064, 0.065, 0.064, 0.110, 0.094, 0.078, 0.080, 0.082, 0.100, 0.113, 0.068, 0.061, 0.072, -0.061, 0.035, 0.027]
}

---

*C*
{
  "formula": "C5H15NO",
  "method": "ωB97M-V/def2-TZVPD",
  "total_charge": 0,
  "smiles": "CC(C)N.CCO",
  "mol_weight_g_mol": 105.2,
  "orbital_gap_ev": 9.59,
  "homo_energy_ev": -8.75,
  "symbols": ["C", "C", "C", "N", "H", "H", "H", "H", "H", "H", "H", "H", "H", "C", "C", "O", "H", "H", "H", "H", "H", "H"],
  "positions_angstrom": [[0.83, -0.40, 1.92], [0.14, -1.54, 1.19], [-1.37, -1.36, 1.20], [0.66, -1.63, -0.19], [1.92, -0.50, 1.93], [0.58, 0.54, 1.45], [0.49, -0.37, 2.96], [0.37, -2.49, 1.70], [-1.63, -0.32, 0.96], [-1.77, -1.60, 2.18], [-1.84, -1.99, 0.45], [1.63, -1.39, -0.30], [0.45, -2.48, -0.70], [-0.45, 2.62, -2.01], [0.35, 1.44, -1.48], [-0.47, 0.32, -1.32], [0.21, 3.48, -2.15], [-1.23, 2.90, -1.31], [-0.90, 2.35, -2.96], [1.17, 1.23, -2.19], [0.82, 1.73, -0.52], [0.02, -0.53, -0.83]],
  "lowdin_charge": [-0.061, -0.463, -0.067, 0.042, 0.079, 0.069, 0.083, 0.127, 0.076, 0.080, 0.082, 0.108, 0.115, -0.102, -0.400, -0.184, 0.068, 0.069, 0.070, 0.102, 0.091, 0.017]
}

---

*D*
{
  "formula": "C5H15NO",
  "method": "ωB97M-V/def2-TZVPD",
  "total_charge": 0,
  "smiles": "CC(C)CCN.O",
  "mol_weight_g_mol": 105.2,
  "orbital_gap_ev": 10.29,
  "homo_energy_ev": -9.28,
  "symbols": ["C", "C", "C", "C", "C", "N", "H", "H", "H", "H", "H", "H", "H", "H", "H", "H", "H", "H", "H", "O", "H", "H"],
  "positions_angstrom": [[-2.83, 0.22, 0.37], [-1.56, -0.03, -0.42], [-0.89, 1.32, -0.73], [-0.67, -1.00, 0.45], [0.88, -0.84, 0.25], [1.39, -0.85, -1.11], [-3.52, 0.81, -0.23], [-2.58, 0.82, 1.26], [-3.43, -0.62, 0.75], [-1.79, -0.49, -1.39], [-1.71, 2.05, -0.84], [-0.33, 1.33, -1.67], [-0.28, 1.76, 0.06], [-0.97, -2.02, 0.18], [-0.88, -0.79, 1.50], [1.16, -1.82, 0.67], [1.24, -0.07, 0.92], [1.21, -1.77, -1.51], [0.75, -0.39, -1.76], [4.75, 0.51, 1.25], [5.54, 0.44, 0.72], [4.50, 1.43, 1.28]],
  "lowdin_charge": [-0.114, -0.423, -0.091, -0.168, -0.293, -0.001, 0.070, 0.084, 0.078, 0.125, 0.073, 0.065, 0.082, 0.105, 0.102, 0.105, 0.095, 0.070, 0.037, -0.050, 0.025, 0.023]
}

---

Which one sits at the bottom of the stability order? *B* does.